#i
DFT (ωB97M-V with the def2-TZVPD basis set) results for 2 unconnected molecules or ions with the total composition C4H11NO.

Structure (ORCA input):
```
! RIJCOSX wB97M-V def2-TZVPD def2/J DEFGRID3
* xyz 0 1
C -2.617 -1.230 1.445
C -2.551 -1.145 -0.055
C -1.670 -1.767 -0.834
H -3.511 -0.701 1.777
H -1.768 -0.737 1.927
H -2.648 -2.228 1.879
H -3.354 -0.583 -0.516
H -1.775 -1.717 -1.904
H -0.879 -2.354 -0.386
N 2.452 2.351 -0.708
C 1.575 1.341 -0.207
O 2.139 0.091 0.180
H 2.893 2.084 -1.563
H 3.031 2.759 0.011
H 0.844 1.065 -0.961
H 1.068 1.767 0.657
H 3.012 0.238 0.566
*
```

SMILES: C=CC.NCO
LUMO level: 0.967 eV
gap between HOMO and LUMO: 10.44 eV

#ii
DFT (ωB97M-V with the def2-TZVPD basis set) results for 3 unconnected molecules or ions with the total composition C4H11NO.

Structure (ORCA input):
```
! RIJCOSX wB97M-V def2-TZVPD def2/J DEFGRID3
* xyz 0 1
C -1.450 -0.550 -1.351
C -0.961 0.570 -0.494
C -0.599 0.418 0.859
C -1.182 -0.499 1.672
N 0.315 1.351 1.425
H -1.040 -1.476 -0.973
H -1.077 -0.440 -2.364
H -2.547 -0.571 -1.406
H -0.544 1.471 -0.937
H 1.290 -1.002 -1.246
H -1.674 -1.369 1.261
H -1.058 -0.462 2.745
H 1.101 1.442 0.794
H 0.649 0.966 2.294
H 3.430 -0.429 -0.537
H 2.243 0.108 -1.034
O 3.106 0.471 -0.708
*
```

LUMO level: -2.516 eV
gap between HOMO and LUMO: 4.82 eV

Which structure loses on stability? #ii does.

#i
DFT (ωB97M-V with the def2-TZVPD basis set) results for C5H7OP in the gas phase.

Structure (ORCA input):
```
! RIJCOSX wB97M-V def2-TZVPD def2/J DEFGRID3
* xyz 0 1
C 1.983 -0.368 0.133
C 0.719 -1.007 -0.005
C 1.991 1.006 0.055
C -0.334 -0.073 -0.150
C -1.750 -0.261 -0.455
O -2.546 0.535 0.398
P 0.206 1.676 -0.273
H 2.780 -0.973 0.463
H 0.464 -2.106 0.225
H 2.835 1.595 -0.011
H -1.978 -1.289 -0.238
H -1.938 0.082 -1.552
H -2.452 1.441 0.152
H 0.040 1.820 1.048
*
```

SMILES: OCC1=[PH]=CC=C1
LUMO level: 0.297 eV
gap between HOMO and LUMO: 8.84 eV

#ii
DFT (ωB97M-V with the def2-TZVPD basis set) results for 2 unconnected molecules or ions with the total composition C5H7OP.

Structure (ORCA input):
```
! RIJCOSX wB97M-V def2-TZVPD def2/J DEFGRID3
* xyz 0 1
C -1.716 0.531 1.222
C -0.964 -0.290 0.578
C 1.341 -1.476 0.112
C 0.775 -1.248 -1.241
C 0.027 -0.776 -0.103
O 0.774 1.471 -0.302
P 0.081 2.653 0.245
H -2.654 0.189 1.761
H 1.172 -2.529 0.649
H 2.151 -0.790 0.397
H 1.149 -0.442 -2.023
H 0.318 -2.223 -1.773
H -0.894 3.281 -0.801
H -1.561 1.649 1.281
*
```

SMILES: C=C=C1CC1.O=P
LUMO level: -0.562 eV
gap between HOMO and LUMO: 8.47 eV

Which structure loses on stability? #ii does.

#i
DFT (ωB97M-V with the def2-TZVPD basis set) results for 2 unconnected molecules or ions with the total composition C5H10N.

Structure (ORCA input):
```
! RIJCOSX wB97M-V def2-TZVPD def2/J DEFGRID3
* xyz 1 1
C 2.158 -0.969 -0.074
C 1.373 -0.171 0.667
C -1.066 0.428 1.283
C -1.081 -0.950 0.697
C -0.674 1.246 -1.934
N -0.002 -0.013 0.303
H 3.104 -1.242 0.269
H 1.942 -1.377 -1.010
H 1.638 0.269 1.551
H -1.774 1.162 0.962
H -0.693 0.514 2.307
H -0.872 -1.914 1.191
H -1.858 -1.138 -0.102
H -0.856 0.553 -2.620
H -1.539 1.753 -1.583
H 0.199 1.850 -1.907
*
```

LUMO level (alpha / beta): -5.609 / -7.213 eV
gap between HOMO and LUMO (alpha / beta): 8.59 / 6.41 eV

#ii
DFT (ωB97M-V with the def2-TZVPD basis set) results for a gas-phase ion, C5H10N (charge +1).

Structure (ORCA input):
```
! RIJCOSX wB97M-V def2-TZVPD def2/J DEFGRID3
* xyz 1 1
C -0.716 1.325 -0.340
C -1.143 0.138 0.441
C 0.305 -0.665 0.233
C 1.348 0.059 -0.342
C 0.090 -2.089 0.551
N 0.810 1.465 -0.629
H -1.248 1.294 -1.352
H -0.958 2.409 -0.015
H -2.057 -0.357 0.204
H -0.951 0.191 1.541
H 2.377 -0.291 -0.523
H -0.514 -2.672 -0.180
H -0.386 -2.076 1.497
H 0.968 -2.692 0.450
H 0.874 1.882 -1.584
H 1.202 2.080 0.048
*
```

SMILES: CC1=C[NH2+]CC1
LUMO level: -3.370 eV
gap between HOMO and LUMO: 11.03 eV

#iii
DFT (ωB97M-V with the def2-TZVPD basis set) results for a gas-phase ion, C5H10N (charge +1).

Structure (ORCA input):
```
! RIJCOSX wB97M-V def2-TZVPD def2/J DEFGRID3
* xyz 1 1
C 2.754 -0.673 0.644
C 2.371 0.103 -0.336
C -0.061 0.235 -0.035
C -1.527 0.555 0.352
C -2.634 -0.319 -0.341
N 1.137 0.796 -0.299
H 3.698 -1.068 0.306
H 2.245 -1.176 1.480
H 2.755 0.202 -1.285
H -1.248 0.227 1.409
H -0.002 -0.736 -0.413
H -1.894 1.563 0.336
H -2.292 -1.297 -0.527
H -2.958 0.118 -1.342
H -3.520 -0.423 0.246
H 1.177 1.893 -0.194
*
```

SMILES: C=C/[NH+]=C/CC
LUMO level: -4.884 eV
gap between HOMO and LUMO: 10.31 eV

Which structure loses on stability? #i does.

#i
DFT (ωB97M-V with the def2-TZVPD basis set) results for a molecular structure, C56H57AsMnN3P3S2.

Structure (ORCA input):
```
! RIJCOSX wB97M-V def2-TZVPD def2/J DEFGRID3
* xyz 0 2
Mn 0.329 0.864 -0.034
C 1.388 1.162 3.192
P 0.305 0.080 2.210
C 1.050 -1.579 2.635
N 2.035 -1.469 3.479
C 2.802 -2.553 3.761
C 3.895 -2.434 4.646
C 4.719 -3.507 4.841
C 4.484 -4.727 4.165
C 3.420 -4.866 3.320
C 2.551 -3.771 3.117
N 1.476 -3.902 2.299
C 0.714 -2.871 2.055
P -0.888 -3.249 1.209
C -0.794 -2.222 -0.311
C -0.718 -4.977 0.517
C 0.493 -5.183 -0.390
C -0.734 -5.992 1.665
C -1.999 -5.192 -0.305
C -1.346 0.169 3.103
C -1.428 -0.876 4.214
C -1.470 1.568 3.712
C -2.488 -0.009 2.097
H 1.388 0.893 4.247
H 1.063 2.193 3.055
H 2.403 1.053 2.807
H 4.064 -1.482 5.132
H 5.566 -3.423 5.508
H 5.160 -5.557 4.320
H 3.230 -5.784 2.782
H -1.448 -2.655 -1.068
H 0.207 -2.140 -0.732
H -1.189 -1.225 -0.117
H 1.428 -5.078 0.155
H 0.482 -4.479 -1.225
H 0.459 -6.192 -0.812
H 0.171 -5.938 2.264
H -0.813 -6.999 1.247
H -1.597 -5.832 2.316
H -2.009 -4.597 -1.219
H -2.896 -4.961 0.273
H -2.052 -6.243 -0.600
H -0.576 -0.812 4.894
H -1.474 -1.888 3.809
H -2.337 -0.706 4.798
H -0.756 1.737 4.517
H -2.476 1.677 4.124
H -1.339 2.350 2.963
H -2.520 -1.017 1.685
H -2.420 0.719 1.280
H -3.439 0.163 2.608
S 1.845 0.728 -4.181
P -0.031 0.296 -3.836
S -0.837 0.980 -2.073
C -0.379 -1.491 -3.887
C -1.699 -1.929 -3.795
C -1.984 -3.283 -3.804
C -0.949 -4.210 -3.880
C 0.364 -3.777 -3.967
C 0.650 -2.417 -3.982
C -1.131 1.008 -5.098
C -1.470 0.290 -6.240
C -2.230 0.887 -7.237
C -2.644 2.203 -7.101
C -2.297 2.926 -5.967
C -1.543 2.333 -4.968
H -2.500 -1.204 -3.709
H -3.011 -3.620 -3.745
H -1.171 -5.269 -3.872
H 1.170 -4.497 -4.032
H 1.670 -2.061 -4.072
H -1.141 -0.735 -6.354
H -2.495 0.322 -8.121
H -3.235 2.668 -7.880
H -2.612 3.955 -5.860
H -1.270 2.898 -4.085
C 0.414 5.990 -3.560
C -0.473 6.406 -2.574
C -0.729 5.592 -1.482
C -0.090 4.361 -1.369
C 0.800 3.948 -2.352
C 1.049 4.762 -3.449
As -0.443 3.216 0.161
C -0.026 4.412 1.628
C 1.228 4.772 2.093
C 1.331 5.647 3.166
C 0.183 6.152 3.764
C -1.073 5.798 3.295
C -1.186 4.929 2.216
C -2.452 4.476 1.600
C -3.733 4.837 2.003
C -4.834 4.325 1.333
C -4.673 3.452 0.263
C -3.399 3.080 -0.146
C -2.301 3.599 0.522
H 0.601 6.621 -4.418
H -0.972 7.363 -2.660
H -1.429 5.917 -0.719
H 1.272 2.978 -2.295
H 1.724 4.416 -4.221
H 2.122 4.376 1.623
H 2.306 5.938 3.535
H 0.269 6.832 4.602
H -1.957 6.205 3.768
H -3.877 5.513 2.836
H -5.829 4.608 1.648
H -5.541 3.062 -0.252
H -3.259 2.401 -0.980
C 2.313 1.104 -0.290
C 2.875 -0.264 -0.209
C 3.700 -0.675 0.848
C 4.156 -1.974 0.948
C 3.789 -2.915 -0.015
C 3.000 -2.523 -1.094
C 2.556 -1.216 -1.186
C 4.206 -4.283 0.111
N 4.530 -5.383 0.206
H 2.457 1.520 -1.292
H 2.780 1.766 0.448
H 3.988 0.049 1.604
H 4.788 -2.274 1.775
H 2.726 -3.247 -1.851
H 1.969 -0.909 -2.043
*
```

⟨S²⟩: 1.12
LUMO level (alpha / beta): -0.326 / -0.313 eV
gap between HOMO and LUMO (alpha / beta): 7.65 / 7.57 eV

#ii
DFT (ωB97M-V with the def2-TZVPD basis set) results for a molecular structure, C56H57AsMnN3P3S2.

Structure (ORCA input):
```
! RIJCOSX wB97M-V def2-TZVPD def2/J DEFGRID3
* xyz 0 2
Mn -1.121 0.373 -0.460
C -3.480 -1.041 1.607
P -1.719 -1.383 1.251
C -0.973 -1.137 2.940
N -1.909 -0.736 3.768
C -1.604 -0.391 5.037
C -2.614 0.042 5.922
C -2.286 0.364 7.209
C -0.949 0.287 7.652
C 0.047 -0.117 6.807
C -0.271 -0.471 5.480
N 0.697 -0.884 4.631
C 0.409 -1.206 3.393
P 1.841 -1.844 2.415
C 1.753 -0.602 1.063
C 3.395 -1.272 3.317
C 3.473 0.235 3.551
C 3.495 -2.046 4.637
C 4.539 -1.725 2.400
C -1.833 -3.269 1.049
C -2.352 -3.952 2.314
C -2.797 -3.501 -0.124
C -0.470 -3.869 0.710
H -3.889 -1.747 2.322
H -4.026 -1.065 0.664
H -3.548 -0.048 2.031
H -3.627 0.117 5.549
H -3.055 0.684 7.899
H -0.721 0.551 8.676
H 1.078 -0.175 7.129
H 2.731 -0.459 0.611
H 1.364 0.356 1.406
H 1.107 -1.020 0.286
H 2.639 0.584 4.157
H 3.475 0.788 2.610
H 4.401 0.472 4.079
H 2.743 -1.700 5.338
H 4.485 -1.909 5.082
H 3.345 -3.115 4.463
H 4.514 -1.220 1.433
H 4.485 -2.801 2.222
H 5.499 -1.499 2.869
H -3.366 -3.654 2.574
H -1.702 -3.747 3.166
H -2.358 -5.032 2.150
H -3.839 -3.409 0.184
H -2.653 -4.500 -0.542
H -2.615 -2.784 -0.926
H 0.178 -3.868 1.580
H 0.024 -3.321 -0.091
H -0.598 -4.905 0.386
S -0.087 4.558 -2.641
P 1.279 3.278 -2.077
S 0.703 1.406 -1.505
C 2.259 3.944 -0.680
C 3.237 3.158 -0.076
C 3.932 3.640 1.020
C 3.656 4.907 1.519
C 2.695 5.699 0.906
C 1.992 5.216 -0.190
C 2.535 2.967 -3.365
C 3.412 4.008 -3.663
C 4.366 3.843 -4.654
C 4.441 2.648 -5.356
C 3.558 1.619 -5.067
C 2.603 1.776 -4.073
H 3.448 2.170 -0.470
H 4.691 3.030 1.494
H 4.184 5.270 2.391
H 2.488 6.691 1.286
H 1.231 5.815 -0.673
H 3.339 4.939 -3.115
H 5.050 4.651 -4.878
H 5.192 2.520 -6.125
H 3.608 0.687 -5.617
H 1.919 0.970 -3.845
C -0.077 1.276 -6.527
C 0.267 -0.044 -6.282
C -0.189 -0.681 -5.138
C -0.985 0.008 -4.229
C -1.321 1.334 -4.472
C -0.877 1.961 -5.626
As -1.624 -0.816 -2.579
C -3.301 -1.476 -3.306
C -4.472 -0.753 -3.461
C -5.579 -1.364 -4.034
C -5.502 -2.685 -4.451
C -4.329 -3.410 -4.297
C -3.215 -2.812 -3.719
C -1.905 -3.447 -3.481
C -1.564 -4.764 -3.765
C -0.291 -5.231 -3.469
C 0.659 -4.388 -2.910
C 0.332 -3.067 -2.634
C -0.945 -2.604 -2.907
H 0.287 1.773 -7.417
H 0.888 -0.585 -6.985
H 0.089 -1.710 -4.949
H -1.909 1.884 -3.746
H -1.143 2.991 -5.808
H -4.513 0.280 -3.137
H -6.499 -0.809 -4.161
H -6.364 -3.158 -4.903
H -4.285 -4.437 -4.637
H -2.294 -5.425 -4.215
H -0.041 -6.262 -3.679
H 1.651 -4.759 -2.684
H 1.070 -2.392 -2.211
C -2.592 1.884 -0.060
C -1.877 2.388 1.100
C -2.331 2.176 2.422
C -1.618 2.597 3.520
C -0.410 3.279 3.355
C 0.013 3.592 2.058
C -0.714 3.176 0.966
C 0.357 3.699 4.479
N 0.985 4.038 5.382
H -2.494 2.508 -0.951
H -3.625 1.603 0.132
H -3.292 1.704 2.575
H -1.999 2.420 4.519
H 0.909 4.184 1.925
H -0.406 3.488 -0.022
*
```

⟨S²⟩: 1.20
LUMO level (alpha / beta): -0.605 / -0.514 eV
gap between HOMO and LUMO (alpha / beta): 7.12 / 7.15 eV

Which structure loses on stability? #ii does.

#i
DFT (ωB97M-V with the def2-TZVPD basis set) results for C6H17N3 in the gas phase.

Structure (ORCA input):
```
! RIJCOSX wB97M-V def2-TZVPD def2/J DEFGRID3
* xyz 0 1
C 0.168 1.102 -0.265
C 1.268 -1.083 -0.549
C 1.662 1.913 0.127
C -1.645 -1.639 -0.183
C -0.644 -1.571 1.991
C -0.057 1.199 -1.774
N 0.494 -0.170 0.266
N -0.900 -0.848 0.769
N -0.914 1.722 0.412
H -0.962 1.446 1.383
H -1.135 2.661 0.115
H -0.050 -0.949 2.661
H 1.296 -2.043 -0.032
H 2.286 -0.710 -0.647
H 0.877 -1.280 -1.554
H 1.492 2.374 1.094
H 1.857 2.676 -0.622
H 2.566 1.318 0.190
H -1.136 -2.574 -0.474
H -2.612 -1.911 0.252
H -1.847 -1.032 -1.066
H -1.592 -1.791 2.493
H -0.113 -2.525 1.834
H 0.808 0.862 -2.337
H -0.235 2.240 -2.036
H -0.931 0.612 -2.049
*
```

SMILES: CN(C)N(C)C(C)(C)N
LUMO level: 0.996 eV
gap between HOMO and LUMO: 8.99 eV

#ii
DFT (ωB97M-V with the def2-TZVPD basis set) results for a molecular structure, C6H17N3.

Structure (ORCA input):
```
! RIJCOSX wB97M-V def2-TZVPD def2/J DEFGRID3
* xyz 0 1
C 1.003 -1.588 -0.575
C 2.447 -1.632 -0.180
C 1.730 1.848 -0.618
C 0.885 1.006 0.299
N 0.021 -2.078 0.078
N 1.106 0.847 1.535
H 0.795 -1.265 -1.591
H -1.322 -0.912 0.087
H 0.273 -2.366 1.024
H 1.937 1.342 1.887
H 2.552 -1.652 0.904
H 2.993 -0.782 -0.582
H 2.899 -2.539 -0.590
H 2.642 2.212 -0.131
H 2.015 1.285 -1.508
H 1.154 2.716 -0.947
C -2.397 0.381 1.308
C -2.571 0.223 -1.123
N -1.720 0.076 0.050
H -0.409 0.681 0.081
H -3.253 -0.281 1.487
H -1.667 0.282 2.108
H -2.019 -0.095 -2.005
H -2.876 1.267 -1.228
H -3.476 -0.393 -1.058
H -2.744 1.416 1.289
*
```

LUMO level: 1.008 eV
gap between HOMO and LUMO: 8.33 eV

#iii
DFT (ωB97M-V with the def2-TZVPD basis set) results for 2 unconnected molecules or ions with the total composition C6H17N3.

Structure (ORCA input):
```
! RIJCOSX wB97M-V def2-TZVPD def2/J DEFGRID3
* xyz 0 1
C -1.949 -1.323 -0.119
C -0.976 1.089 -0.134
C -2.030 0.131 -2.215
C 1.865 1.175 2.734
C 0.975 -1.669 -0.686
C -1.158 -0.210 -0.947
N 3.038 1.120 1.805
N 3.037 1.119 0.593
N 0.151 -0.725 -1.430
H -2.903 -0.941 -0.167
H -1.864 -2.185 -0.748
H -1.597 -1.368 0.853
H -1.801 1.721 -0.225
H -0.113 1.682 -0.295
H -1.106 0.746 0.988
H -1.632 1.042 -2.635
H -1.743 -0.573 -3.107
H -3.085 0.067 -2.022
H 0.927 0.853 2.263
H 2.007 0.786 3.671
H 1.727 2.301 2.908
H 2.057 -1.370 -0.868
H 0.671 -1.825 0.351
H 0.918 -2.707 -1.153
H 3.856 1.112 2.447
H 0.728 -0.049 -1.862
*
```

LUMO level: 0.849 eV
gap between HOMO and LUMO: 8.71 eV

Which structure loses on stability? #iii does.

#i
DFT (ωB97M-V with the def2-TZVPD basis set) results for C3H4O2S in the gas phase.

Structure (ORCA input):
```
! RIJCOSX wB97M-V def2-TZVPD def2/J DEFGRID3
* xyz 0 1
C 0.730 0.476 -0.786
C -0.620 0.497 -0.444
C 0.031 -0.870 1.015
H -1.143 0.536 -1.515
H -1.027 1.457 -0.048
H 0.078 -1.899 1.191
H 0.026 -0.156 1.833
O 1.231 1.102 -1.765
O -1.021 -0.773 0.146
S 1.714 -0.371 0.374
*
```

SMILES: O=C1COCS1
LUMO level: 0.328 eV
gap between HOMO and LUMO: 10.13 eV

#ii
DFT (ωB97M-V with the def2-TZVPD basis set) results for 2 unconnected molecules or ions with the total composition C3H4O2S.

Structure (ORCA input):
```
! RIJCOSX wB97M-V def2-TZVPD def2/J DEFGRID3
* xyz 0 1
C 1.593 -2.447 1.682
C -0.629 -0.468 0.940
C -0.214 0.232 -0.354
O 0.990 -1.914 0.862
O -0.364 -0.157 2.052
S 2.350 -3.238 2.724
H -1.375 -1.295 0.795
H -0.163 -0.560 -1.126
H 0.779 0.766 -0.268
H -0.958 0.957 -0.678
*
```

SMILES: O=C=S.CC=O
LUMO level: 0.631 eV
gap between HOMO and LUMO: 10.18 eV

#iii
DFT (ωB97M-V with the def2-TZVPD basis set) results for a molecular structure, C3H4O2S.

Structure (ORCA input):
```
! RIJCOSX wB97M-V def2-TZVPD def2/J DEFGRID3
* xyz 0 1
C 1.101 -0.099 -0.270
C 0.357 -0.590 -1.220
C 0.315 0.390 0.915
O -1.866 1.031 -0.520
O -2.173 -1.015 0.809
S -1.278 -0.123 0.070
H 2.238 0.021 -0.375
H 0.589 -1.074 -2.245
H 0.340 -0.024 1.939
H 0.378 1.482 0.898
*
```

LUMO level: 0.367 eV
gap between HOMO and LUMO: 10.66 eV

#iv
DFT (ωB97M-V with the def2-TZVPD basis set) results for 2 unconnected molecules or ions with the total composition C3H4O2S.

Structure (ORCA input):
```
! RIJCOSX wB97M-V def2-TZVPD def2/J DEFGRID3
* xyz 0 1
C -0.708 0.077 -0.189
C 0.405 -0.095 0.268
C -2.092 -0.053 -0.786
O 2.562 1.302 0.120
O 2.695 -1.128 -0.235
S 2.157 -0.013 0.452
H -1.986 0.032 -1.787
H -2.557 -1.056 -0.547
H -2.665 0.744 -0.394
H 2.188 0.190 3.098
*
```

LUMO level (alpha / beta): -1.871 / -0.794 eV
gap between HOMO and LUMO (alpha / beta): 8.97 / 9.06 eV

Which structure loses on stability? #iv does.